{
  "formula": "C53H54ClI2LaN3O3P2",
  "method": "ωB97M-V/def2-TZVPD",
  "species": ["La", "O", "C", "C", "C", "C", "C", "C", "P", "C", "C", "C", "C", "C", "C", "C", "C", "C", "C", "C", "C", "C", "C", "C", "C", "C", "C", "P", "C", "C", "C", "C", "C", "C", "C", "C", "C", "C", "C", "C", "H", "H", "H", "H", "H", "H", "H", "H", "H", "H", "H", "H", "H", "H", "H", "H", "H", "H", "H", "H", "H", "H", "H", "H", "H", "H", "H", "H", "I", "I", "C", "O", "H", "H", "H", "H", "C", "C", "C", "C", "C", "O", "C", "C", "C", "C", "C", "C", "Cl", "C", "C", "C", "N", "C", "N", "C", "N", "H", "H", "H", "H", "H", "H", "H", "H", "H", "H", "H", "H", "H", "H", "H", "H", "H", "H", "H", "H", "H", "H"],
  "positions_angstrom": [[0.4792, -0.6226, 0.1497], [1.3874, -1.3934, 2.5131], [0.5738, -2.3960, 3.0316], [-0.0497, -2.1008, 4.2698], [-1.0189, -2.9846, 4.7742], [-1.4549, -4.1762, 4.0035], [-0.8503, -4.3288, 2.7421], [0.1425, -3.4752, 2.2671], [0.8412, -3.5635, 0.5642], [2.4476, -4.2667, 0.7143], [3.4348, -3.6620, 0.0506], [4.7097, -4.1948, 0.1370], [4.8679, -5.4077, 0.8783], [3.8717, -5.9643, 1.6756], [2.5814, -5.3510, 1.6085], [-0.1336, -4.7808, -0.3591], [0.0550, -6.1325, -0.1221], [-0.6190, -7.1023, -0.8503], [-1.6188, -6.7259, -1.7136], [-1.8287, -5.4129, -2.0093], [-1.0869, -4.4086, -1.3752], [2.7804, -1.4435, 2.7877], [3.3926, -2.4080, 3.5759], [4.7452, -2.4771, 3.6863], [5.5727, -1.5684, 3.0689], [5.0137, -0.5948, 2.3192], [3.5957, -0.5341, 2.1546], [2.8210, 0.8135, 1.2007], [4.0589, 1.6666, 0.2113], [4.0705, 3.0597, 0.0954], [4.8602, 3.5968, -0.9525], [5.5706, 2.8612, -1.8478], [5.5313, 1.4874, -1.8310], [4.7503, 0.9073, -0.7913], [2.2000, 1.9543, 2.4141], [2.6936, 1.9756, 3.7190], [2.0912, 2.8314, 4.6848], [1.0217, 3.6142, 4.3900], [0.4770, 3.5185, 3.1456], [1.1169, 2.7586, 2.0977], [0.3460, -1.2740, 4.8730], [-1.5672, -2.7731, 5.7192], [-2.2201, -4.7692, 4.3907], [-0.9903, -5.1837, 2.0865], [3.2623, -2.8232, -0.5040], [5.5598, -3.8019, -0.3741], [5.8660, -5.8103, 0.8575], [4.0396, -6.9043, 2.1579], [1.7308, -5.6675, 2.2012], [0.7301, -6.5786, 0.5817], [-0.6126, -8.1533, -0.5103], [-2.1692, -7.5350, -2.1862], [-2.5973, -5.1558, -2.7302], [-1.2886, -3.4099, -1.4905], [2.6657, -3.0197, 4.0367], [5.1204, -3.2274, 4.3827], [6.6077, -1.4582, 3.3515], [5.6619, 0.2319, 1.8916], [3.5702, 3.7403, 0.7896], [4.8237, 4.7054, -1.0839], [6.1413, 3.3719, -2.5947], [5.9772, 0.8671, -2.5974], [4.8124, -0.1448, -0.7562], [3.5565, 1.4617, 4.0279], [2.4904, 2.8475, 5.6843], [0.4406, 4.0518, 5.2245], [-0.3701, 4.1657, 2.8440], [0.6528, 2.8925, 1.1294], [-1.4522, 1.2901, 1.9626], [-2.8445, -0.6694, 0.8166], [1.8700, -2.5012, -2.9363], [1.5470, -1.2307, -2.2499], [1.8653, -3.2240, -2.1220], [2.8511, -2.3220, -3.3002], [1.1544, -2.6368, -3.7041], [1.6226, -0.4657, -2.8513], [-6.4555, 1.7541, -3.5460], [-5.8124, 1.8151, -2.1709], [-6.9071, 2.3263, -1.2363], [-5.6120, 0.3310, -1.7113], [-4.5223, 2.7262, -2.0551], [-3.9281, 2.5094, -0.7825], [-4.8606, 4.2296, -2.1750], [-3.7012, 5.2485, -2.4586], [-2.3749, 5.0895, -1.8795], [-2.1892, 5.2122, -0.4887], [-0.9691, 5.2354, 0.1087], [0.1843, 5.2188, -0.6402], [1.7653, 5.4594, 0.0963], [0.0856, 4.9380, -1.9667], [-1.2067, 4.9092, -2.6082], [-3.4769, 2.3488, -3.1202], [-2.3859, 1.5419, -2.6023], [-1.4718, 1.7403, -1.6655], [-0.5791, 0.7400, -1.6776], [-1.1429, -0.1359, -2.5563], [-2.1620, 0.3352, -3.1782], [-7.3172, 1.0464, -3.5334], [-5.8835, 1.3956, -4.3876], [-6.9227, 2.7364, -3.7493], [-7.7307, 1.6055, -1.0936], [-7.2583, 3.3047, -1.6552], [-6.5377, 2.6911, -0.2790], [-6.4543, -0.2645, -1.7133], [-5.2155, 0.3712, -0.6708], [-4.7843, -0.2704, -2.2452], [-4.1419, 3.2906, -0.1608], [-5.2654, 4.4884, -1.1546], [-5.6123, 4.4184, -2.9244], [-4.1213, 6.1410, -2.0679], [-3.4880, 5.3249, -3.5417], [-2.9821, 5.5011, 0.1843], [-0.9431, 5.5964, 1.1119], [0.9055, 5.1038, -2.6656], [-1.2384, 4.8851, -3.6614], [-3.0549, 3.2043, -3.5810], [-3.9809, 1.7784, -3.8997], [-1.3635, 2.7120, -1.1312], [-0.8354, -1.0876, -2.9625]],
  "homo_lumo_gap_ha": 0.225,
  "total_energy_ev": -114587.9913,
  "lumo_ev": -9.26,
  "relative_energy_kj_mol": 290.1,
  "fmax_ev_per_a": 4.927,
  "total_charge": 3,
  "homo_energy_ev": -15.382
}

=====

{
  "formula": "C2H3NO6",
  "method": "ωB97M-V/def2-TZVPD",
  "species": ["N", "O", "O", "O", "C", "C", "O", "O", "O", "H", "H", "H"],
  "positions_angstrom": [[-2.6656, -0.7266, -1.7780], [-3.7302, -0.1231, -1.4848], [-1.4999, -0.1632, -1.5558], [-2.6730, -1.8671, -2.3308], [2.4467, 0.4640, 1.0319], [0.9412, 0.5274, 0.9895], [1.5929, -0.5448, 1.6357], [0.2950, 0.1942, -0.1812], [-0.9513, -0.3057, 0.2330], [2.9494, 0.1836, 0.1018], [2.9303, 1.1106, 1.7567], [0.3646, 1.2507, 1.5820]],
  "homo_lumo_gap_ha": [0.273, 0.293],
  "total_energy_ev": -15884.7801,
  "lumo_ev": [-3.50, -3.14],
  "relative_energy_kj_mol": 659.3,
  "fmax_ev_per_a": 5.020,
  "total_charge": 0,
  "homo_energy_ev": [-10.922, -11.110]
}

=====

{
  "formula": "C21H52N3O5",
  "method": "ωB97M-V/def2-TZVPD",
  "species": ["C", "O", "C", "C", "C", "C", "C", "C", "C", "N", "C", "N", "N", "O", "H", "H", "H", "H", "H", "H", "H", "H", "H", "H", "H", "H", "H", "H", "H", "H", "H", "H", "H", "H", "H", "H", "C", "C", "O", "C", "C", "H", "H", "H", "H", "H", "H", "H", "H", "H", "H", "C", "C", "O", "C", "C", "H", "H", "H", "H", "H", "H", "H", "H", "H", "H", "C", "C", "O", "C", "C", "H", "H", "H", "H", "H", "H", "H", "H", "H", "H"],
  "positions_angstrom": [[6.5445, -2.8853, -2.1134], [6.2571, -1.7939, -2.9736], [4.9581, -1.7694, -3.4894], [4.5641, -0.3375, -3.8048], [4.8164, 0.5780, -2.6001], [3.5682, 1.3826, -2.2389], [2.5393, 0.4670, -1.5633], [1.1078, 0.7336, -2.0069], [0.1402, 0.0011, -1.0742], [-0.9779, -0.6709, -1.7403], [-0.8966, -1.8190, -2.3021], [-1.9894, -2.3633, -2.8765], [0.3396, -2.4737, -2.2984], [0.9636, -2.1871, -3.5460], [7.1767, -3.6068, -2.6209], [7.0949, -2.5019, -1.2646], [5.6487, -3.3917, -1.7748], [4.2165, -2.1683, -2.7943], [4.9128, -2.3633, -4.4026], [3.4984, -0.3407, -4.0149], [5.1136, 0.0263, -4.6587], [5.0431, -0.0202, -1.7317], [5.6626, 1.2247, -2.7721], [3.1641, 1.8946, -3.1050], [3.8593, 2.1427, -1.5293], [2.5740, 0.6668, -0.5009], [2.8046, -0.5681, -1.7193], [0.9395, 1.7968, -1.9907], [0.9829, 0.4370, -3.0401], [-0.2979, 0.7472, -0.4298], [0.6692, -0.6679, -0.4235], [-1.8831, -0.2060, -1.7344], [-1.7507, -3.2804, -3.2455], [-2.7117, -2.5207, -2.1725], [0.1817, -3.4742, -2.3390], [1.6903, -1.5720, -3.3554], [-0.9378, -4.8211, 3.7343], [-0.4675, -3.4014, 3.9960], [0.1592, -2.7884, 2.8765], [-0.6391, -2.6369, 1.7288], [-1.8606, -1.7551, 1.9366], [-0.1244, -5.4257, 3.3313], [-1.2889, -5.2765, 4.6594], [-1.7613, -4.8520, 3.0179], [0.2883, -3.4090, 4.7802], [-1.2921, -2.7788, 4.3599], [-0.9285, -3.6181, 1.3280], [0.0126, -2.1749, 0.9820], [-2.5856, -2.2198, 2.6043], [-2.3647, -1.5670, 0.9841], [-1.5721, -0.7992, 2.3771], [-2.4813, 3.7366, -1.1183], [-2.7027, 2.7732, -2.2719], [-3.7674, 1.8606, -2.0708], [-5.0598, 2.4360, -1.9148], [-5.5234, 3.2292, -3.1227], [-2.4010, 3.1951, -0.1736], [-1.5674, 4.3103, -1.2753], [-3.3036, 4.4451, -1.0218], [-1.8122, 2.1471, -2.3918], [-2.8264, 3.3173, -3.2132], [-5.0966, 3.0480, -1.0083], [-5.7341, 1.5958, -1.7519], [-4.9313, 4.1343, -3.2672], [-6.5618, 3.5322, -2.9949], [-5.4412, 2.6302, -4.0303], [-0.1976, 1.1317, 6.3444], [-0.6491, 0.9091, 4.9116], [-1.9656, 1.3573, 4.6426], [-2.1965, 2.7439, 4.8205], [-1.3571, 3.6280, 3.9131], [-0.9262, 0.7186, 7.0426], [0.7661, 0.6516, 6.5148], [-0.0845, 2.1922, 6.5738], [-0.6579, -0.1619, 4.7008], [0.0592, 1.3619, 4.2069], [-2.0574, 3.0241, 5.8697], [-3.2523, 2.8942, 4.5948], [-0.2970, 3.5812, 4.1672], [-1.6723, 4.6674, 4.0036], [-1.4636, 3.3175, 2.8717]],
  "homo_lumo_gap_ha": 0.289,
  "total_energy_ev": -37318.5377,
  "lumo_ev": -3.67,
  "fmax_ev_per_a": 1.835,
  "total_charge": 1,
  "homo_energy_ev": -11.540
}

=====

{
  "formula": "C4H2ClN",
  "method": "ωB97M-V/def2-TZVPD",
  "species": ["C", "C", "C", "Cl", "C", "N", "H", "H"],
  "positions_angstrom": [[-0.3372, 0.7480, -2.7374], [-0.9732, -0.2210, -2.2134], [-1.2590, -1.4113, -1.4790], [-1.4777, -3.0433, -2.7552], [-1.2895, -1.1194, -0.1386], [-1.2440, -1.2845, 1.0917], [0.1940, 1.4276, -3.4508], [-2.2060, -1.4864, 1.6533]],
  "homo_lumo_gap_ha": 0.256,
  "total_energy_ev": -18186.9704,
  "lumo_ev": -1.81,
  "relative_energy_kj_mol": 333.1,
  "fmax_ev_per_a": 5.482,
  "total_charge": 0,
  "homo_energy_ev": -8.789
}